{
  "formula": "C47H39ClNO5P2PtS5",
  "method": "wB97M-V/def2-TZVPD",
  "symbols": ["H", "H", "C", "H", "C", "P", "H", "H", "C", "C", "H", "C", "H", "H", "C", "H", "C", "C", "H", "H", "H", "H", "N", "O", "C", "H", "C", "H", "C", "H", "H", "C", "C", "H", "H", "S", "C", "C", "H", "C", "P", "C", "O", "C", "H", "C", "O", "C", "H", "O", "C", "C", "C", "Pt", "C", "C", "H", "S", "H", "H", "C", "H", "C", "C", "C", "H", "Cl", "C", "C", "C", "S", "C", "C", "C", "C", "H", "C", "H", "C", "S", "H", "C", "C", "H", "C", "C", "C", "S", "C", "C", "O", "H", "H", "H", "C", "H", "C", "H", "H", "H", "H"],
  "coordinates": [[5.586, 0.178, 5.033], [3.539, 2.103, -0.704], [1.976, 3.599, -0.438], [-6.147, -0.882, -1.407], [0.102, 3.472, 3.614], [1.496, 1.109, -1.563], [-1.501, -3.073, -5.643], [0.939, 3.725, -0.732], [-1.272, -1.796, 3.707], [-2.014, -1.805, 1.223], [2.970, 2.828, -2.207], [-3.233, -1.180, 0.546], [-1.235, 0.550, 2.503], [-0.359, -2.416, -3.544], [-0.876, 3.807, 4.533], [-1.072, 4.479, -4.211], [4.936, 0.539, 3.023], [-1.836, 0.746, -1.594], [-1.042, -6.000, -1.253], [-2.634, -4.394, 2.446], [1.047, -1.809, -1.613], [5.345, -0.859, -3.865], [-1.155, -0.274, -2.008], [3.739, -2.174, 1.628], [2.639, 1.200, 2.775], [-0.768, 4.707, 5.124], [1.995, -1.591, -2.086], [1.642, 4.187, 1.620], [-1.696, -0.771, -3.189], [-0.709, 3.278, -6.344], [-2.116, -6.571, 1.069], [2.457, 1.108, 4.153], [-0.029, 2.311, 2.844], [5.892, 0.290, 2.582], [-0.217, -1.782, 3.493], [-4.084, -1.970, -0.724], [-1.130, 1.483, 3.036], [-2.808, -0.065, -3.660], [-4.329, 0.115, -5.182], [-1.215, -1.864, -3.908], [1.317, 1.832, 1.738], [-5.322, -0.800, -0.717], [-0.762, -1.213, 0.864], [-1.852, -3.255, 0.797], [-2.941, 1.150, 4.118], [4.410, -1.065, -3.361], [1.783, -1.622, 2.825], [-0.075, 3.009, -3.028], [4.554, -3.189, -3.617], [2.055, -0.992, 0.534], [0.783, 1.105, -4.220], [-0.343, 2.860, -5.416], [0.308, 1.637, -5.409], [0.387, 0.271, 0.333], [-1.817, -1.909, 5.015], [-5.104, 0.166, 0.220], [-1.221, -1.943, 5.915], [-3.803, -1.890, 3.419], [2.477, 4.543, -0.655], [1.276, 0.145, -4.239], [3.660, -0.020, -2.850], [0.974, 4.107, 3.528], [-0.539, 3.537, -4.222], [-1.362, -5.301, -0.498], [2.753, -2.633, -2.595], [2.398, -3.649, -2.484], [2.324, -2.085, 1.592], [3.960, -2.373, -3.227], [-2.198, -4.392, 1.458], [0.612, 1.792, -3.015], [-1.379, 1.664, -0.184], [-1.983, 2.984, 4.707], [4.759, 0.467, 4.399], [-2.222, -1.763, 2.734], [-1.918, -5.571, 0.712], [1.488, 1.298, 4.594], [3.880, 0.905, 2.211], [4.018, 0.920, 1.137], [-1.858, -2.224, -5.075], [-1.168, -3.620, -0.742], [-5.773, 0.997, 0.392], [-2.103, 1.818, 3.968], [-3.909, -0.060, 0.945], [3.382, 0.676, 6.030], [-3.176, -1.983, 5.004], [2.452, -0.280, -2.199], [3.523, 0.748, 4.961], [-3.179, 1.235, -2.570], [2.069, 3.357, 1.057], [-3.464, -0.431, -4.830], [1.710, -3.272, 1.131], [0.446, 1.083, -6.328], [-3.464, -1.822, -6.447], [3.120, 3.286, 1.338], [-2.974, -1.515, -5.533], [-2.742, 3.248, 5.431], [2.654, 2.473, -1.225], [-3.574, 0.572, 1.755], [-0.302, 3.536, -2.117], [-3.844, -2.077, 5.845], [4.020, 0.993, -2.975]],
  "mulliken_charge": [0.404, 0.696, -0.726, 0.520, -0.553, 0.537, 0.490, -0.048, -0.576, 2.822, 0.773, -0.092, -0.443, 0.368, -1.103, 0.463, -0.764, 1.204, 0.491, 0.580, 0.180, 0.465, 0.445, -0.649, 0.152, 0.435, -0.023, 0.724, -0.877, 0.435, 0.441, -0.604, -0.408, 0.486, 0.684, -0.094, 1.263, 1.020, 0.495, -0.559, 2.345, -0.604, 0.914, -1.113, 0.401, -0.864, -0.604, -0.695, 0.446, -1.442, -0.300, -0.698, -0.838, 2.389, -0.624, -1.127, 0.421, -0.030, 0.571, 0.281, -0.746, 0.458, -1.032, -0.839, -0.981, 0.555, 2.175, -0.778, -0.764, 1.237, -0.685, -0.906, -0.713, -0.704, -0.831, 0.423, -0.159, 0.162, -0.958, 0.607, 0.454, -0.739, -0.028, 0.444, -0.772, 0.542, -0.787, -0.230, -1.426, -0.795, -0.661, 0.484, 0.455, 0.642, -0.699, 0.441, -1.336, 0.505, 0.211, 0.471, 0.421],
  "charge": 1,
  "de_lowest_ev": 0.674,
  "gap_ev": 5.8
}


{
  "formula": "C2H3NOS",
  "method": "wB97M-V/def2-TZVPD",
  "symbols": ["H", "H", "H", "N", "S", "C", "O", "C"],
  "coordinates": [[2.116, 1.141, -0.899], [-1.645, -0.018, 1.136], [-0.830, -1.032, -0.124], [1.804, -1.832, 0.414], [3.204, 0.452, -0.320], [2.353, -0.913, 0.121], [-0.021, 0.840, 0.114], [-0.752, -0.060, 0.438]],
  "mulliken_charge": [0.198, 0.219, 0.217, -0.346, -0.202, 0.363, -0.386, -0.063],
  "charge": 0,
  "de_lowest_ev": 1.682,
  "gap_ev": 10.7,
  "smiles": "N#CS.C=O"
}


{
  "formula": "C7H13N",
  "method": "wB97M-V/def2-TZVPD",
  "symbols": ["C", "H", "H", "H", "C", "H", "H", "H", "H", "H", "H", "H", "C", "H", "H", "C", "N", "C", "C", "C", "H"],
  "coordinates": [[1.559, 0.121, 0.725], [0.631, -2.238, 1.224], [0.529, 1.962, -1.363], [-1.805, -0.470, -1.941], [2.233, 1.394, 0.780], [-1.295, -2.956, 0.395], [-2.612, 1.056, -1.308], [1.255, -0.028, 1.754], [3.053, 1.592, -0.120], [-0.819, 0.872, -1.644], [-2.293, 0.345, 0.991], [2.366, -0.793, 0.617], [0.443, 0.191, -0.154], [1.281, 2.132, 0.840], [2.804, 1.704, 1.830], [-0.354, -2.235, 0.590], [-2.623, 0.041, -0.225], [-0.059, 1.100, -0.996], [-0.378, -1.115, -0.241], [-1.691, -0.858, -0.818], [-2.224, -1.817, -0.936]],
  "mulliken_charge": [0.068, 0.203, 0.318, 0.383, -1.240, 0.236, 0.367, 0.291, 0.222, 0.301, 0.289, 0.258, 0.614, 0.304, 0.301, -0.705, -0.429, -1.117, 0.443, -1.387, 0.283],
  "charge": 0,
  "de_lowest_ev": 8.400,
  "gap_ev": 8.9
}


{
  "formula": "C16H16Cl8MoO",
  "method": "wB97M-V/def2-TZVPD",
  "symbols": ["H", "Cl", "H", "Cl", "C", "H", "C", "C", "H", "H", "C", "C", "C", "Cl", "C", "H", "H", "H", "Cl", "H", "H", "Cl", "H", "C", "C", "Cl", "H", "O", "C", "H", "Mo", "C", "H", "C", "H", "C", "Cl", "C", "C", "Cl", "H", "C"],
  "coordinates": [[2.630, -1.431, -1.277], [-0.841, -1.780, 6.211], [-3.172, 1.502, -2.178], [3.802, 0.728, 5.509], [-0.469, 0.002, 4.222], [2.739, 0.334, -1.039], [0.163, 0.880, -1.585], [1.650, 1.161, 3.883], [0.495, 2.074, 2.030], [2.931, -0.354, -2.666], [0.898, -0.308, -1.953], [2.100, 0.731, 5.135], [-2.145, 1.885, -2.199], [0.786, -1.582, 0.870], [-2.503, -1.116, -3.395], [1.653, 1.995, -0.460], [-3.338, -0.425, -3.332], [1.130, 2.748, -1.965], [-2.075, -2.895, -0.769], [-0.476, -3.299, -2.812], [-1.965, 2.553, -1.339], [1.736, -0.452, 7.588], [-2.054, 2.524, -3.099], [0.286, -2.573, -3.149], [1.216, 0.033, 6.006], [-2.561, 0.319, 0.432], [0.054, 2.763, -0.560], [-0.230, 1.591, 2.474], [-1.288, -0.532, -2.779], [1.261, -2.954, -2.804], [-0.850, -0.891, -0.659], [2.379, -0.452, -1.713], [-2.802, -2.053, -2.922], [-0.008, -1.205, -2.645], [0.262, -2.548, -4.251], [0.776, 2.149, -1.105], [2.699, 1.740, 2.635], [0.319, 0.942, 3.531], [-0.014, -0.465, 5.476], [-1.690, -0.805, 3.302], [-2.331, -1.303, -4.462], [-1.151, 0.768, -2.186]],
  "mulliken_charge": [0.332, -0.193, 0.406, -0.218, 0.076, 0.237, 0.984, 0.242, 0.127, 0.302, 0.688, 0.227, -1.893, -0.655, -1.580, 0.241, 0.412, 0.186, -0.654, 0.172, 0.283, -0.216, 0.318, -1.775, 0.110, -0.672, 0.385, -0.297, 0.696, 0.392, 0.533, -1.664, 0.134, 1.033, 0.302, -1.874, -0.225, 0.120, 0.213, -0.067, 0.275, 0.556],
  "spin_multiplicity": 3,
  "charge": -2,
  "gap_ev": [2.6, 1.9]
}


{
  "formula": "C5H4O4",
  "method": "wB97M-V/def2-TZVPD",
  "symbols": ["H", "O", "O", "O", "C", "O", "C", "C", "C", "H", "H", "C", "H"],
  "coordinates": [[1.322, 0.618, 0.747], [0.722, -1.347, 0.720], [0.820, 2.042, -4.607], [-1.174, -1.081, 1.797], [-0.288, -1.966, 1.351], [-0.396, -3.156, 1.444], [0.373, 1.001, -2.391], [0.429, 0.015, 0.573], [-0.754, 0.253, 1.483], [-1.586, 0.776, 0.993], [-0.489, 0.770, 2.416], [0.636, 1.546, -3.508], [0.384, 0.531, -1.020]],
  "mulliken_charge": [0.218, -0.345, -0.603, -0.359, 0.682, -0.614, -0.747, -0.452, -0.044, 0.185, 0.180, 0.736, 0.163],
  "spin_multiplicity": 2,
  "charge": -1,
  "de_lowest_ev": 0.795,
  "gap_ev": [7.0, 5.8]
}


> Which value of charge does entry 5 give?

-1


> Among the records above, which one has the highest charge?

C47H39ClNO5P2PtS5